Density functional theory data (ωB97M-V with the def2-TZVPD basis set) for C19H38AgN2O5 as an isolated structure at a distorted geometry.

Last column: Mulliken charge in e.
CARTESIAN COORDINATES (ANGSTROEM)
Ag -29.5515 18.8896 1.1788  0.88
C -27.7234 19.4317 -0.9956  0.62
O -26.6203 19.4503 -1.6469  -0.77
O -28.4206 18.3113 -1.0846  -0.86
O -27.5529 19.8538 0.2415  -0.68
C -29.1226 20.2400 5.9701  -1.76
C -28.9638 20.2207 4.4336  0.94
C -27.6975 20.9776 3.9969  -1.11
C -26.4834 20.0422 4.1031  -0.78
C -26.6947 18.6998 3.4314  -1.02
C -27.9334 17.9280 3.9313  1.34
N -29.0180 18.9066 3.8200  1.06
O -30.2959 18.3719 3.6441  -0.21
C -28.1255 16.7413 2.9795  -1.93
C -27.7552 17.3577 5.3544  -1.64
C -30.1262 21.1374 3.9828  -1.86
H -30.0221 19.7351 6.3402  0.30
H -29.2873 21.2522 6.3393  0.50
H -28.2499 19.7903 6.4396  0.31
H -27.8490 21.3623 2.9883  0.43
H -27.5393 21.8195 4.6740  0.34
H -26.2363 19.9353 5.1640  0.32
H -25.6662 20.5887 3.6274  0.45
H -25.8287 18.0409 3.5503  0.43
H -26.8107 18.7902 2.3458  0.41
H -28.3718 17.0189 1.9513  0.36
H -27.1745 16.2095 2.9077  0.49
H -28.8621 16.0181 3.3346  0.34
H -27.4227 18.0617 6.1101  0.28
H -28.7294 17.0033 5.7258  0.36
H -27.2445 16.3943 5.3112  0.43
H -30.1692 21.3905 2.9244  0.19
H -30.0803 22.0450 4.5841  0.57
H -31.1179 20.7329 4.2119  0.36
H -30.5766 18.1542 4.5488  0.25
C -31.5499 16.4354 0.1368  -1.93
C -32.4730 17.6443 -0.0892  1.50
C -33.3734 17.8277 1.1230  -1.08
C -34.1193 19.1733 1.1235  -0.64
C -33.0025 20.2233 1.1367  -0.88
C -32.1692 20.2094 -0.1593  1.74
N -31.6804 18.8528 -0.3439  1.11
O -30.9334 18.7538 -1.5359  -0.65
C -33.0183 20.8006 -1.3013  -1.94
C -31.0639 21.2576 0.0612  -1.80
C -33.3886 17.2396 -1.2761  -1.82
H -32.1645 15.5394 0.0306  0.42
H -30.6827 16.3182 -0.5164  0.40
H -31.0601 16.4330 1.1186  0.26
H -34.1723 17.0851 1.1955  0.44
H -32.7916 17.7647 2.0475  0.05
H -34.8198 19.2218 0.2902  0.31
H -34.6691 19.3688 2.0473  0.43
H -32.3557 20.1678 2.0156  -0.18
H -33.4887 21.1995 1.2449  0.45
H -32.3945 20.9759 -2.1814  0.44
H -33.3969 21.8186 -1.1560  0.46
H -33.9272 20.2567 -1.5631  0.30
H -30.3992 21.3088 -0.8061  0.34
H -30.3803 21.1074 0.8999  0.02
H -31.4542 22.2746 0.1393  0.45
H -33.6953 18.1556 -1.7888  0.37
H -32.8073 16.7238 -2.0401  0.40
H -34.2922 16.7022 -0.9965  0.31
H -30.0102 18.4234 -1.3033  0.38

**Highest occupied orbital energy**: -2.65 eV
**Spin multiplicity**: 1
**ΔE to the lowest compared entry with this formula, charge and spin**: 37.5 kcal/mol
**HOMO-LUMO gap**: 0.180 Eh
**Net charge**: -1
**Total energy**: -37533.1738 eV
**LUMO energy**: 2.25 eV